1.
{"formula": "C5H9NO", "method": "ωB97M-V/def2-TZVPD", "species": ["C", "C", "C", "O", "C", "C", "N", "H", "H", "H", "H", "H", "H", "H", "H", "H"], "coordinates": [[1.995000, -0.104832, -0.266998], [0.645264, 0.026066, 0.441345], [-0.399742, -0.914304, -0.096793], [-0.231626, -2.228471, 0.218085], [-1.440077, -0.562853, -0.855891], [-2.263731, 3.178227, 1.508508], [-2.035047, 2.380349, 0.683308], [1.904381, 0.195920, -1.314477], [2.742194, 0.538415, 0.205472], [2.372755, -1.132758, -0.238140], [0.290579, 1.055439, 0.365724], [0.758517, -0.176429, 1.514138], [-1.886547, 1.607225, 0.067268], [0.520138, -2.327288, 0.815517], [-2.160950, -1.299636, -1.189919], [-1.537908, 0.447633, -1.237148]], "forces_ev_per_angstrom": [[0.103, -0.025, -0.043], [-0.052, -0.007, -0.017], [-0.134, 0.283, -0.196], [0.096, -0.042, 0.168], [0.143, -0.068, 0.020], [0.190, -0.496, -0.612], [-0.241, 0.686, 0.778], [0.017, -0.093, 0.109], [-0.089, -0.080, -0.036], [-0.046, 0.138, -0.031], [0.027, -0.091, -0.023], [0.006, 0.024, -0.057], [-0.070, -0.166, 0.019], [-0.130, 0.010, -0.069], [0.100, 0.079, 0.001], [0.078, -0.152, -0.012]], "energy_ev": -8866.5608, "e_above_lowest_kcal_mol": 61.2, "fmax_ev_per_a": 1.06, "charge": 0, "e_homo_ev": -9.346, "homo_lumo_gap_ev": 10.0}

2.
{"formula": "C2H5NO2", "method": "ωB97M-V/def2-TZVPD", "species": ["O", "C", "N", "C", "O", "H", "H", "H", "H", "H"], "coordinates": [[1.539080, 1.273371, -0.500141], [0.765604, 0.657719, -1.177141], [-0.068297, -0.353574, -0.603170], [-0.700661, -0.164425, 0.708418], [-0.156089, -0.802644, 1.817139], [0.585759, 0.737221, -2.279451], [-0.288512, -1.232243, -1.011915], [-0.694786, 0.965700, 0.847719], [-1.780493, -0.303860, 0.534260], [0.798395, -0.777264, 1.664282]], "forces_ev_per_angstrom": [[-0.990, -0.632, -0.097], [0.329, 0.247, -1.508], [-0.378, 0.316, 2.370], [-0.280, 3.671, 0.391], [-0.241, -0.532, -1.820], [0.466, 0.108, 0.670], [0.326, -1.137, -1.067], [0.329, -1.104, 0.163], [0.145, -0.853, 0.269], [0.294, -0.085, 0.629]], "s_squared": 0.77, "energy_ev": -7729.2828, "e_above_lowest_kcal_mol": 40.8, "fmax_ev_per_a": 3.70, "charge": 1, "e_homo_ev": [-17.050, -16.650], "homo_lumo_gap_ev": [12.0, 6.5], "multiplicity": 2}

3.
{"formula": "C53H36Cl2KN8O5P", "method": "ωB97M-V/def2-TZVPD", "species": ["K", "Cl", "C", "C", "C", "N", "C", "O", "C", "C", "C", "C", "C", "N", "C", "C", "C", "Cl", "N", "C", "O", "C", "C", "C", "C", "C", "N", "H", "H", "H", "H", "H", "H", "H", "H", "H", "H", "O", "C", "O", "C", "C", "C", "N", "C", "C", "C", "C", "C", "C", "C", "N", "C", "C", "C", "C", "C", "N", "H", "H", "H", "H", "H", "H", "H", "H", "H", "H", "O", "N", "C", "C", "C", "C", "C", "C", "C", "P", "C", "C", "C", "C", "C", "C", "C", "C", "C", "C", "C", "C", "H", "H", "H", "H", "H", "H", "H", "H", "H", "H", "H", "H", "H", "H", "H", "H"], "coordinates": [[0.006641, -1.547842, 1.007387], [-4.970383, 1.364070, 6.345733], [-4.026674, 0.313382, 5.331054], [-3.198801, 0.841466, 4.358549], [-2.570902, 0.017714, 3.353653], [-1.802941, 0.498972, 2.360930], [-1.993523, 1.755071, 1.896220], [-3.048534, 2.403511, 2.095777], [-0.814065, 2.442568, 1.220075], [-0.824697, 3.836531, 1.487144], [0.062154, 4.833623, 1.316167], [1.517922, 4.467949, -0.838391], [1.404650, 2.917162, -1.176065], [-0.056017, 1.749379, 0.440323], [-2.986868, -1.408778, 3.326711], [-3.768206, -1.905873, 4.361129], [-4.138129, -1.118648, 5.431239], [-4.661314, -1.757084, 6.927518], [-2.592179, -2.122931, 2.270327], [-3.508713, -3.075703, 1.827043], [-4.665709, -3.186565, 2.296658], [-3.057181, -3.867147, 0.712062], [-3.685999, -5.161117, 0.617167], [-3.211191, -6.066575, -0.336371], [-2.102976, -5.712638, -1.096432], [-1.673290, -4.397464, -1.076515], [-2.036792, -3.516177, -0.084789], [-2.994166, 1.908802, 4.247673], [-1.656807, 4.131307, 2.094972], [-0.274287, 5.746227, 1.812665], [2.441953, 4.892191, -1.172473], [2.220621, 2.599488, -1.841991], [-4.127779, -2.897624, 4.270629], [-4.618729, -5.359334, 1.178489], [-3.687638, -7.044001, -0.409965], [-1.572640, -6.426329, -1.755071], [-0.946951, -3.969263, -1.799439], [8.003929, -2.579108, 2.047038], [7.120552, -3.436638, 2.223907], [7.044823, -4.610964, 2.602700], [5.681975, -2.949594, 2.048665], [5.408798, -1.988073, 1.048902], [4.054577, -1.676627, 0.817292], [3.024702, -2.148918, 1.597912], [3.346969, -2.943129, 2.679041], [4.619242, -3.451714, 2.814207], [2.224271, -3.416077, 3.545523], [2.399000, -4.519694, 4.424249], [1.355807, -4.787338, 5.351143], [0.186208, -3.991408, 5.354380], [0.118197, -2.969014, 4.420480], [1.048689, -2.739795, 3.470585], [3.693443, -0.878399, -0.354024], [4.625445, 0.030866, -0.949734], [4.290155, 0.557352, -2.188949], [3.117397, 0.156115, -2.844039], [2.281854, -0.727938, -2.179430], [2.470205, -1.127083, -0.921282], [6.141058, -1.632363, 0.353868], [4.728607, -4.172902, 3.641002], [3.210372, -5.240652, 4.172899], [1.338612, -5.702932, 5.929229], [-0.633856, -4.261833, 5.995792], [-0.799073, -2.386461, 4.335472], [5.504329, 0.268690, -0.375876], [4.907876, 1.253266, -2.738623], [2.880254, 0.518333, -3.850193], [1.341768, -1.084769, -2.573343], [-1.821241, 0.637404, -1.156855], [-1.332554, 0.878390, -2.472635], [-1.268287, -0.197135, -3.266206], [-0.558108, 0.089777, -4.476614], [0.270107, -0.683175, -5.319404], [0.839645, -0.141877, -6.489157], [0.945100, 1.206485, -6.641006], [0.298995, 2.067185, -5.711924], [-0.472033, 1.514237, -4.668339], [-0.936680, 2.390573, -3.179734], [0.219028, 3.268992, -2.137427], [0.369614, 4.588523, -1.823033], [1.416483, 4.808664, 0.647573], [2.324815, 3.791760, 1.266224], [2.298684, 2.484886, 1.054849], [1.311697, 1.978324, -0.009725], [-2.364155, 3.460607, -3.462479], [-3.160363, 3.645080, -2.333603], [-4.335263, 4.350812, -2.450599], [-4.636756, 5.023998, -3.618394], [-3.877621, 4.760191, -4.787159], [-2.684838, 4.053326, -4.724455], [-1.042952, 1.104895, -0.558842], [-1.689961, -1.175121, -2.915333], [0.389401, -1.779326, -5.163047], [1.349828, -0.837479, -7.166605], [1.430782, 1.668714, -7.474050], [0.230244, 3.128962, -5.937341], [-0.329982, 5.384972, -2.000905], [1.904738, 5.779302, 0.866783], [3.069728, 4.167280, 1.963859], [2.776322, 1.705468, 1.689473], [1.623489, 0.992757, -0.383004], [-2.877389, 3.143416, -1.407178], [-4.991181, 4.379129, -1.578544], [-5.549785, 5.687000, -3.686772], [-4.184915, 5.152814, -5.763215], [-2.070677, 3.980666, -5.623764]], "forces_ev_per_angstrom": [[-0.385, 0.172, 0.246], [0.200, 0.094, 0.305], [0.839, -1.708, -0.324], [0.780, -0.402, -1.165], [-2.894, -1.638, 1.782], [2.344, 1.862, -1.645], [-1.628, -1.830, 1.447], [0.632, 0.864, -0.807], [-0.013, -1.753, -1.111], [1.178, 2.169, 1.196], [-0.462, -0.677, -0.099], [-1.381, -1.053, -1.041], [0.769, 0.468, -1.822], [-0.139, -0.506, 0.910], [0.414, 3.408, 0.714], [0.345, 0.687, 0.877], [0.010, 2.572, -0.693], [-0.729, -0.719, 0.583], [-0.735, -3.277, -2.498], [0.767, 4.410, 2.750], [0.203, -1.120, -1.071], [0.507, -3.127, -1.065], [-0.242, 0.567, -1.311], [-0.180, 0.340, 1.382], [0.430, -0.127, -1.288], [0.375, 1.113, 1.565], [-0.640, -0.728, -1.214], [-0.517, -0.375, 0.335], [-0.580, -0.116, -0.029], [0.456, 0.117, -0.419], [0.639, 0.212, -0.444], [0.201, 0.049, 0.548], [0.058, -0.826, 0.410], [0.924, 0.255, -0.166], [0.289, 0.112, -0.069], [-0.677, 0.456, 0.227], [-0.348, -0.646, 0.589], [0.410, -0.703, -0.131], [-1.578, 0.704, 0.649], [1.764, -1.175, 0.157], [-0.411, 1.318, -1.028], [-1.817, -1.097, 0.831], [-0.683, -1.039, 2.026], [1.306, 0.335, 0.531], [-0.731, 0.474, -2.903], [0.407, 0.227, 1.048], [-0.857, -0.008, 0.518], [-1.041, -0.076, -0.251], [-0.154, 0.249, -1.442], [1.869, -0.522, -0.222], [-0.360, -0.256, -0.974], [0.895, -0.050, 1.325], [-0.784, 0.813, -1.630], [-1.571, -0.939, 0.328], [-0.417, -0.095, -0.410], [0.443, -0.157, -0.039], [-0.551, 0.543, 0.672], [1.953, -0.525, 0.244], [0.585, 0.043, 0.177], [0.757, 0.478, -0.802], [-0.642, 0.719, 0.877], [0.333, 0.063, 0.154], [-0.182, 0.294, 0.165], [0.177, -0.003, -0.064], [0.277, 0.190, -0.257], [0.333, 0.141, 0.311], [0.034, -0.211, 0.393], [-0.160, 0.253, -0.506], [1.565, 1.732, -0.332], [0.088, 2.475, 2.024], [1.364, -3.283, -3.179], [-1.007, -0.269, 2.711], [-0.230, -1.300, -2.092], [0.241, -2.927, 2.052], [-1.399, 3.476, 0.763], [0.002, -1.317, -1.272], [0.877, 1.745, 0.304], [-0.475, -2.389, -0.754], [0.168, 1.424, 2.218], [-1.168, -0.785, 0.167], [0.511, 0.297, -0.017], [1.140, -0.260, 1.543], [-1.401, -1.085, -0.211], [-0.033, 0.011, -0.126], [0.983, 1.069, -0.658], [0.374, -0.776, -0.592], [-0.470, 0.704, 0.840], [-1.078, -0.057, -1.279], [0.028, 0.803, 0.239], [-0.576, -0.493, 1.262], [-1.413, -1.420, -0.410], [0.640, 1.280, -0.302], [-0.282, 0.902, -0.019], [-0.079, 0.341, 0.264], [0.247, 0.046, -0.476], [0.487, 0.021, 0.311], [0.065, 0.555, -0.464], [-0.444, -0.268, -0.479], [-0.235, 0.024, 0.275], [0.082, 0.928, -0.663], [0.052, 0.340, 0.363], [-0.237, 0.123, -0.083], [0.139, 0.314, -0.257], [1.098, -0.993, 0.073], [0.048, 0.122, 0.496], [-0.089, -0.400, 0.430]], "energy_ev": -128357.4987, "e_above_lowest_kcal_mol": 47.8, "fmax_ev_per_a": 5.25, "charge": -2, "e_homo_ev": [-1.472, -1.471], "homo_lumo_gap_ev": [4.8, 4.8]}

charge of number 1 (C5H9NO)? 0

The lowest charge belongs to which entry? C53H36Cl2KN8O5P